## w
11
Properties=species:S:1:pos:R:3:lowdin_charge:R:1 method="wB97M-V/def2-TZVPD" multiplicity=1 homo_lumo_gap_ha="0.226 / 0.270"
C -2.413 0.438 0.275 -1.18
C -1.200 0.722 0.681 -0.47
C 2.137 -0.479 0.011 -0.05
N 0.336 0.150 -1.536 0.23
N -0.099 1.027 0.927 0.12
N 0.947 0.070 -0.569 -0.19
Cl -3.721 1.564 0.133 0.51
I -3.212 -1.513 -0.235 0.69
H 1.866 -1.548 -0.176 0.11
H 3.026 -0.284 -0.617 0.09
H 2.334 -0.148 1.106 0.12

## x
11
Properties=species:S:1:pos:R:3:lowdin_charge:R:1 method="wB97M-V/def2-TZVPD" multiplicity=1 homo_lumo_gap_ha="0.272 / 0.272"
C -3.998 0.463 0.543 -1.21
C -2.803 0.364 1.079 -0.40
C 0.500 1.367 -0.109 -0.06
N -1.513 1.486 -1.110 0.19
N -1.742 0.865 1.318 0.13
N -0.930 1.328 -0.121 -0.27
Cl -4.295 2.157 -0.102 0.47
I -5.172 -1.053 -0.100 0.86
H 0.675 0.323 0.172 0.09
H 0.793 1.575 -1.100 0.06
H 1.104 1.991 0.708 0.14

w is preferred energetically. Next in line: 0.0217 hartree higher.

## w
19
Properties=species:S:1:pos:R:3:lowdin_charge:R:1 method="wB97M-V/def2-TZVPD" multiplicity=1 homo_lumo_gap_ha=0.332 total_charge=+1
C -2.149 1.033 -0.350 0.03
C -0.267 -0.265 1.456 0.01
C -0.712 -0.624 0.042 -0.53
C -0.011 0.679 0.308 -0.16
C -0.120 -1.793 -0.608 0.00
C 2.302 1.147 0.030 0.21
N -1.982 -0.309 -0.336 0.16
N -0.978 1.677 -0.055 0.13
H -3.043 1.485 -0.704 0.15
H -1.143 -0.101 2.105 0.13
H 0.742 -0.509 1.829 0.13
H -0.293 -1.801 -1.709 0.10
H -0.508 -2.732 -0.183 0.10
H 1.025 -1.529 -0.574 0.13
H 2.370 1.680 -0.987 0.07
H 2.763 0.166 0.088 0.03
H 2.180 1.708 0.849 -0.03
H -2.803 -0.845 -0.284 0.17
H -0.737 2.646 -0.319 0.18

## x
19
Properties=species:S:1:pos:R:3:lowdin_charge:R:1 method="wB97M-V/def2-TZVPD" multiplicity=1 homo_lumo_gap_ha="0.277 / 0.277" total_charge=+1
C 0.554 -1.961 0.605 -0.02
C 1.505 -1.220 0.703 -0.01
C -0.771 -1.902 0.070 -0.17
C -1.028 -0.555 -0.813 -0.19
C 2.070 0.036 0.561 -0.12
C -0.283 0.608 -0.290 -0.18
N 2.886 0.193 -0.515 0.12
N -1.065 1.081 0.935 0.18
H -0.998 -2.696 -0.589 0.09
H -1.465 -1.889 1.037 0.15
H -0.928 -0.810 -1.961 0.17
H -2.041 -0.257 -0.710 0.09
H 2.144 0.748 1.241 0.08
H -0.075 1.283 -1.130 0.11
H 2.923 1.112 -0.940 0.12
H 2.878 -0.584 -1.178 0.13
H -1.784 0.305 1.129 0.18
H -1.541 1.900 0.745 0.12
H -0.522 1.348 1.746 0.16

## y
19
Properties=species:S:1:pos:R:3:lowdin_charge:R:1 method="wB97M-V/def2-TZVPD" multiplicity=1 homo_lumo_gap_ha="0.303 / 0.303" total_charge=+1
C -1.499 1.522 -0.352 0.19
C 0.893 1.012 0.142 -0.18
C 1.923 1.793 0.303 0.01
C -1.804 -0.751 0.279 -0.21
C -0.423 -0.832 1.038 -0.04
C 0.562 -1.079 -1.167 -0.01
N -2.078 0.465 -0.227 0.01
N 0.784 -0.431 0.148 -0.15
H -1.616 2.397 -1.036 0.12
H 2.984 1.434 0.716 0.12
H 1.885 2.922 0.348 0.09
H -1.899 -1.494 -0.511 0.14
H -2.440 -0.871 1.107 0.13
H -0.526 0.037 1.676 0.12
H -0.298 -1.705 1.581 0.11
H -0.326 -0.772 -1.722 0.10
H 1.493 -0.791 -1.703 0.12
H 0.648 -2.208 -1.167 0.14
H 1.735 -0.647 0.547 0.20

w is preferred energetically. Next in line: 0.0544 hartree higher.

## w
7
Properties=species:S:1:pos:R:3:lowdin_charge:R:1 method="wB97M-V/def2-TZVPD" smiles=NPS multiplicity=1 homo_lumo_gap_ha=0.360
N 1.296 -0.246 -0.146 -0.21
P -0.355 1.191 -0.012 0.46
S -1.791 -0.301 -0.369 0.28
H 1.906 0.079 -0.876 -0.06
H 0.644 -0.898 -0.624 -0.09
H -0.458 1.112 1.426 -0.14
H -1.241 -0.939 0.601 -0.25

## x
7
Properties=species:S:1:pos:R:3:lowdin_charge:R:1 method="wB97M-V/def2-TZVPD" multiplicity=1 homo_lumo_gap_ha="0.296 / 0.296"
N 1.412 -0.400 -0.239 -0.08
P -0.746 1.065 -0.117 0.50
S -2.062 -0.608 0.163 0.22
H 1.790 0.461 -0.551 -0.11
H 1.074 -0.894 -1.065 -0.06
H -0.603 1.374 1.176 -0.22
H -0.866 -0.998 0.633 -0.25

## y
7
Properties=species:S:1:pos:R:3:lowdin_charge:R:1 method="wB97M-V/def2-TZVPD" smiles="N=S.P" multiplicity=1 homo_lumo_gap_ha="0.273 / 0.273"
N 0.352 -2.979 -1.132 -0.50
S -0.280 -2.592 0.270 0.54
H 1.059 -2.307 -1.488 -0.03
P -0.507 2.017 0.049 0.62
H -1.247 1.985 1.233 -0.19
H 0.398 2.906 0.794 -0.14
H 0.225 0.970 0.274 -0.29

w is preferred energetically. Next in line: 0.0622 hartree higher.

## w
8
Properties=species:S:1:pos:R:3:lowdin_charge:R:1 method="wB97M-V/def2-TZVPD" multiplicity=1 homo_lumo_gap_ha="0.294 / 0.294"
C -0.019 1.014 -0.112 -0.26
C 0.500 -0.285 -0.004 -0.21
N -1.277 1.190 0.040 -0.30
N 1.605 -0.843 -0.012 0.20
O -1.089 -1.245 -0.046 -0.52
S -2.157 -0.154 0.003 0.91
H 0.486 1.960 -0.263 0.12
H 1.952 -1.636 0.395 0.05

## x
8
Properties=species:S:1:pos:R:3:lowdin_charge:R:1 method="wB97M-V/def2-TZVPD" smiles="C#[N+][S-].N=C=O" multiplicity=1 homo_lumo_gap_ha="0.307 / 0.307"
C 0.663 0.541 -0.446 -0.01
N 0.092 0.392 -1.457 -0.65
S -1.014 0.268 -2.562 0.63
H 1.720 0.724 0.013 0.17
N -1.050 -0.637 0.896 0.21
C 0.045 -0.530 1.379 -0.51
O 0.867 -0.383 2.172 0.16
H -1.323 -0.374 0.006 -0.01

w is preferred energetically. Next in line: 0.0086 hartree higher.

## w
8
Properties=species:S:1:pos:R:3:lowdin_charge:R:1 method="wB97M-V/def2-TZVPD" smiles="N=C=O.N=C=S" multiplicity=1 homo_lumo_gap_ha=0.372
N -1.870 -0.596 0.578 0.18
C -1.694 0.561 0.691 -0.47
O -1.616 1.704 0.737 0.17
H -2.735 -1.105 0.478 0.10
N 1.830 0.185 -1.334 0.09
C 1.973 -0.282 -0.206 -0.90
S 1.696 -0.709 1.235 0.74
H 2.415 0.242 -2.179 0.09

## x
8
Properties=species:S:1:pos:R:3:lowdin_charge:R:1 method="wB97M-V/def2-TZVPD" multiplicity=1 homo_lumo_gap_ha=0.319
C 0.569 0.429 -1.465 -0.23
C -0.085 0.256 -0.026 -0.59
N 1.143 0.457 -2.443 0.14
N 0.440 -0.775 0.680 0.08
O -1.959 1.006 1.423 -0.57
S -1.295 1.357 0.222 0.92
H 1.191 -1.410 0.232 0.16
H -0.003 -1.321 1.378 0.09

w is preferred energetically. Next in line: 0.0578 hartree higher.